22
Properties=species:S:1:pos:R:3 method="wB97M-V/def2-TZVPD" spin_multiplicity=3 e_above_lowest_kj_mol=123.93
O -1.3583 -2.4908 -0.4969
C 2.4781 -1.0587 0.0882
C -0.2446 -2.0172 -0.2548
O 2.8009 -0.8864 1.2798
O 2.1507 -2.3170 -0.2312
C 0.9756 -2.4780 -1.0110
H -0.0428 -1.5814 0.7451
H 1.1690 2.0830 -1.0572
H 1.0434 -1.8941 -1.9376
H 0.8767 -3.5538 -1.2135
Hg -3.4407 -1.4642 0.2834
Mg 3.7098 0.7967 0.4176
O -1.3056 1.8411 1.3999
C -2.2467 0.9726 0.9757
C -0.5457 2.5729 0.4394
O -2.6747 0.1664 1.8371
O -2.5306 0.8855 -0.2420
C 0.3488 1.7020 -0.4314
H 0.0179 3.3103 1.0234
H -1.2318 3.1618 -0.1833
H -0.1981 1.6925 -1.3920
H 0.2487 0.5569 -0.0387

***

68
Properties=species:S:1:pos:R:3 method="wB97M-V/def2-TZVPD" total_energy_ha=-1187.856958 total_charge=-1
C -2.5997 1.1540 1.7012
N -1.1635 0.9478 1.7980
C -0.3689 1.9865 1.0641
B 0.3416 3.2053 1.9453
C -0.5807 4.5660 1.9028
N -1.9030 4.4601 2.5982
B 0.7076 2.5266 3.4892
O 1.8658 1.7098 3.6821
N -0.1030 2.6457 4.7211
C 0.1004 1.6713 5.7769
C -0.1933 3.9953 5.2484
H -2.8174 2.2195 1.7866
H -3.0255 0.8132 0.7443
H -3.1289 0.6461 2.5150
H -0.9592 0.0591 1.3581
H -0.9979 2.3998 0.2545
H 0.4346 1.4253 0.5646
H 1.4098 3.4685 1.3532
H -0.7841 4.8142 0.8484
H -0.0374 5.4386 2.2978
H -1.9239 3.5651 3.0747
H -1.9895 5.1481 3.3337
H 1.7834 0.8849 3.1888
H -0.1532 0.6764 5.4054
H -0.5686 1.8937 6.6155
H 1.1306 1.6450 6.1558
H 0.5641 4.1796 6.0269
H -1.1757 4.2093 5.6957
H -0.0269 4.7190 4.4519
C 0.6082 -1.1205 -2.8757
C 0.3034 0.2397 -3.5096
C -1.0955 0.5281 -2.9697
O -1.1639 -0.1033 -1.7003
C -0.0410 -0.9564 -1.5072
H 1.6725 -1.3415 -2.8069
H 0.1234 -1.9237 -3.4357
H 1.0061 0.9894 -3.1411
H 0.3416 0.2368 -4.5993
H -1.8673 0.1096 -3.6294
H -1.2972 1.5927 -2.8400
H 0.6472 -0.4847 -0.7986
H -0.3903 -1.8976 -1.0781
C -3.0644 -4.7685 -6.0257
C -3.5224 -3.3545 -5.6679
C -2.5832 -3.0107 -4.5175
O -1.3638 -3.7082 -4.7832
C -1.5566 -4.6543 -5.8290
H -3.3333 -5.0743 -7.0363
H -3.4857 -5.4916 -5.3245
H -3.3565 -2.6789 -6.5095
H -4.5714 -3.2925 -5.3816
H -2.9868 -3.3496 -3.5582
H -2.3666 -1.9456 -4.4382
H -1.0671 -4.2950 -6.7416
H -1.0876 -5.5953 -5.5366
C 4.7818 -2.1624 1.7970
C 3.7001 -1.1502 2.1718
C 3.2771 -0.6151 0.8131
O 3.4639 -1.6999 -0.1075
C 4.2146 -2.7422 0.5047
H 4.9558 -2.9238 2.5567
H 5.7263 -1.6492 1.6026
H 2.8562 -1.6640 2.6389
H 4.0364 -0.3693 2.8518
H 3.8860 0.2357 0.4964
H 2.2292 -0.3149 0.7940
H 3.5508 -3.5889 0.7187
H 4.9826 -3.0792 -0.1947